1.
12
Properties=species:S:1:pos:R:3:forces:R:3:mulliken_spin:R:1 method="wB97M-V/def2-TZVPD" e_lumo_ev="3.53 / 3.55" homo_energy_ev="-2.0 / -1.3" gap_ha="0.20194 / 0.17786" total_charge=-1 relative_energy_kcal_mol=0.0 multiplicity=6
Mn -1.956672 -0.440518 3.109499 -0.33 -0.26 0.84 5.134
O 3.008734 0.067738 -0.571537 0.98 -0.68 -0.31 0.002
O -1.244113 0.137207 1.341077 0.93 1.68 -0.45 -0.233
O 0.966383 -0.011009 -0.999125 0.35 -0.97 0.76 0.000
C -0.464415 0.334965 -0.891023 -0.86 0.40 -1.23 0.004
C 1.900499 0.808814 -0.677435 -0.99 0.70 0.19 -0.006
C -1.242644 -0.526667 0.039658 0.96 -0.02 -0.22 0.064
H -0.799258 1.019502 1.079215 -0.81 -1.35 0.24 0.022
H -0.827589 -1.532380 0.233341 -0.22 0.08 0.00 0.008
H -0.812443 0.058790 -1.901765 -0.04 0.42 0.10 0.003
H -2.284506 -0.579398 -0.312566 0.36 -0.08 0.00 0.002
H 3.756023 0.662957 -0.449339 -0.33 0.10 0.09 0.000

2.
57
Properties=species:S:1:pos:R:3:forces:R:3:nbo_charge:R:1 method="wB97M-V/def2-TZVPD" e_lumo_ev=-1.90 homo_energy_ev=-7.7 gap_ha=0.21274 total_charge=0 relative_energy_kcal_mol=803.4 multiplicity=1
Br 12.785074 -21.800361 11.009764 0.46 -3.71 -3.58 0.120
Br 11.562491 -16.525009 8.696756 9.78 3.09 -14.51 0.303
Br 9.418628 -22.892539 6.295946 -0.91 0.14 -0.01 0.066
Br 10.228387 -17.675231 6.022941 14.08 -7.53 -3.77 0.178
Br 10.683827 -19.567838 8.553686 -2.17 10.93 -1.66 0.192
Br 11.324853 -22.179851 8.202123 8.78 -4.23 -1.21 0.220
Br 9.215494 -21.550087 9.363333 -6.93 -0.94 1.57 0.125
Br 7.832464 -20.142332 6.728251 -0.25 -5.19 -2.14 0.121
Br 14.184309 -20.767875 8.236774 -1.05 0.09 0.66 0.082
O 9.680891 -16.760523 9.146945 -9.39 7.68 11.16 -0.558
O 4.344004 -17.061499 9.776273 -1.14 -0.12 -0.81 -0.366
O 8.916689 -20.603843 11.999636 1.65 0.02 0.24 -0.424
O 8.951457 -14.679861 8.815475 0.80 -1.91 0.80 -0.398
O 10.458999 -21.299415 13.354614 0.27 0.12 -0.91 -0.345
O 4.093324 -15.047179 8.983362 1.20 -1.49 0.29 -0.387
N 4.711428 -16.119462 9.109195 -1.23 0.15 -1.86 0.502
N 8.910847 -15.805819 9.380795 -3.87 2.99 1.71 0.424
N 10.093583 -20.608037 12.421710 -1.18 1.24 0.81 0.509
C 11.459117 -17.498842 10.666239 -0.23 -3.17 7.04 -0.320
C 6.763496 -15.050044 10.623002 1.46 -0.81 -0.11 -0.228
C 5.613938 -15.380045 11.354803 0.97 1.36 0.34 -0.218
C 7.731708 -16.051506 10.273012 -1.27 -0.50 2.30 0.114
C 13.335932 -18.787242 11.621065 -0.85 1.98 -0.63 -0.268
C 5.319029 -16.653477 11.785695 0.52 0.35 0.83 -0.155
C 6.390907 -15.439703 7.394445 -0.31 0.15 0.10 -0.169
C 5.919164 -16.387583 8.334890 1.21 1.17 -2.30 0.085
C 10.169220 -17.744087 8.004709 6.46 -4.19 -5.92 -0.398
C 12.433919 -19.696071 12.102462 -0.93 0.48 1.77 -0.194
C 6.242331 -17.626693 11.530691 2.56 -0.33 -0.69 -0.185
C 7.401812 -17.360371 10.728352 0.23 1.27 1.69 -0.236
C 8.215673 -16.863388 6.799767 -6.51 4.80 0.31 -0.192
C 10.542248 -18.422211 11.256213 0.91 0.26 0.07 -0.228
C 12.463796 -21.039523 9.213795 3.70 -3.26 1.30 -0.455
C 12.836010 -17.731953 10.856946 -0.44 0.16 0.31 -0.146
C 7.566754 -15.622044 6.629184 -2.20 -1.71 1.55 -0.198
C 11.023402 -19.561550 11.891742 1.26 0.04 0.36 0.042
C 9.373572 -21.210661 7.399053 -3.91 -1.95 -2.44 -0.549
C 6.673217 -17.538384 8.511340 -2.64 -0.99 -1.40 -0.198
C 7.739791 -17.805525 7.687128 -1.07 2.00 0.97 -0.397
H 8.227657 -18.764599 7.779572 -0.15 2.07 1.17 0.246
H 6.269573 -18.307629 9.153005 0.05 -0.04 -0.24 0.257
H 9.094578 -16.971163 6.181459 -7.45 4.22 1.08 0.123
H 6.180122 -18.637224 11.906671 -0.37 -0.11 -0.11 0.236
H 13.508916 -17.014018 10.411781 0.29 0.06 0.03 0.216
H 9.153965 -17.482265 8.302695 -1.24 -2.74 -2.85 0.396
H 7.810191 -14.834284 5.931627 0.51 -0.19 -0.06 0.230
H 11.920517 -20.099197 9.307186 3.74 -1.04 2.36 0.124
H 5.799328 -14.546957 7.254967 -0.06 0.15 0.09 0.238
H 4.908371 -14.590770 11.568433 0.03 0.14 -0.11 0.237
H 4.373798 -16.863930 12.263878 0.14 0.00 0.21 0.241
H 8.034618 -18.204594 10.497633 -0.22 0.02 -0.07 0.228
H 14.381682 -18.794396 11.890771 0.05 -0.40 -0.18 0.235
H 11.148606 -16.588517 10.175035 -0.79 -0.77 6.16 0.202
H 10.287372 -20.661209 7.172824 -1.71 -1.02 -1.49 0.194
H 6.923028 -14.038452 10.280012 -0.04 0.07 0.01 0.251
H 9.479324 -18.232237 11.233191 0.44 -0.12 0.15 0.233
H 12.938853 -20.530111 12.567024 -1.05 1.26 1.62 0.242

3.
82
Properties=species:S:1:pos:R:3:forces:R:3:lowdin_charge:R:1 method="wB97M-V/def2-TZVPD" e_lumo_ev="1.65 / 1.61" homo_energy_ev="-2.9 / -2.8" gap_ha="0.16585 / 0.16281" total_charge=-1 relative_energy_kcal_mol=146.6 multiplicity=1
Ba 0.229899 -0.410828 0.376873 0.20 -5.81 2.87 1.494
Cl 3.715552 5.726654 -3.531116 0.21 -0.10 -0.02 0.258
Cl 1.472093 1.275172 -0.625901 4.61 6.03 -3.79 -0.146
Cl 0.665133 0.363859 2.516938 2.16 3.36 8.71 -0.180
P -1.319626 -2.956391 1.927517 0.26 1.08 -1.83 1.148
Si 5.082714 4.209216 -3.033853 -0.32 -0.21 0.36 0.117
O -0.071447 -3.871585 1.093149 -0.24 1.96 2.31 -0.374
O -0.141088 -1.348614 -1.490220 -2.49 -3.12 -6.44 -0.347
O 1.962426 -1.593572 0.431582 8.35 -4.45 0.62 -0.414
O -1.454223 0.377647 0.135467 -11.54 5.28 -1.26 -0.723
O -2.361584 -3.829091 0.827559 -0.34 -0.72 0.26 -0.427
O -0.573163 -2.039760 3.215159 -0.54 -2.47 -1.32 -0.492
N -1.873022 -0.431136 -2.666549 -0.30 0.45 -0.66 -0.174
N 4.196678 -1.770972 0.791541 0.58 -0.06 0.06 -0.173
C -4.590494 3.529708 -1.057809 -0.11 0.14 -0.16 -0.108
C -4.903242 -1.385110 1.710988 -0.06 0.04 0.04 -0.107
C 4.673027 3.641330 -1.303015 0.10 0.18 -0.30 -0.212
C -1.312968 -1.360878 -1.905523 1.03 -0.90 0.01 -0.350
C 4.861323 2.836048 -4.279579 0.05 0.14 -0.01 -0.215
C -3.244493 -4.594952 1.607125 -1.16 -0.39 -0.32 -0.247
C 4.271860 -3.142761 0.332569 0.01 0.17 0.06 -0.031
C -5.363160 -0.978304 2.956375 0.02 -0.01 -0.02 -0.114
C 5.423672 -1.143496 1.231431 -0.06 -0.11 -0.07 -0.049
C -3.967981 2.461208 -0.224438 0.19 -0.08 0.16 -0.128
C -3.291126 0.416100 1.689371 -0.14 0.06 0.13 -0.178
C -2.194505 1.192975 0.998445 -0.72 0.10 -0.55 -0.411
C 6.792753 4.953345 -3.127098 -0.03 0.02 -0.09 -0.226
C -4.775496 0.117988 3.574966 0.01 0.03 -0.04 -0.095
C 0.374817 -2.830947 3.878153 1.61 0.53 1.32 -0.239
C -2.700974 2.378157 0.187055 -0.43 -0.02 0.17 -0.228
C -3.871542 -0.696167 1.089652 0.02 0.06 0.04 -0.054
C 3.042018 -1.099367 0.795601 -1.09 -0.98 -0.48 -0.363
C -3.285624 -0.472778 -2.977085 0.26 0.09 0.23 -0.046
C -1.622354 3.367556 -0.113832 0.04 0.13 -0.03 -0.042
C 0.107178 -5.137008 1.694048 0.35 -0.86 -0.14 -0.202
C -3.750854 0.807483 2.943189 -0.08 -0.04 -0.01 -0.022
C -1.169713 0.792802 -3.008198 -0.17 -0.23 0.06 -0.030
H 4.755298 4.458649 -0.588841 0.03 0.12 0.04 0.029
H -3.442754 -0.312740 -4.042781 -0.01 0.01 -0.13 0.083
H -1.660370 1.632428 -2.522642 -0.06 0.17 0.11 0.087
H -3.814144 -3.963159 2.323194 0.32 -0.37 -0.03 0.061
H 1.228255 -3.072563 3.209397 -0.49 -0.14 0.35 0.081
H 1.188677 -5.288522 1.889920 -0.50 0.02 -0.05 0.087
H 3.658699 3.250640 -1.244600 -0.15 -0.14 -0.01 -0.010
H -1.892495 4.081341 -0.887513 -0.03 0.07 -0.10 0.062
H -3.297766 1.664899 3.425766 0.05 0.01 0.02 0.119
H -1.979692 -2.202230 -1.673595 -0.02 0.03 0.14 0.140
H -0.417996 -5.274838 2.664030 0.17 0.10 -0.44 0.065
H 5.546980 2.013553 -4.072453 0.05 -0.04 0.07 0.030
H 5.850779 -1.684731 2.076436 0.04 -0.04 0.07 0.085
H -5.352097 -2.241614 1.222252 0.01 -0.03 -0.02 0.095
H -1.544942 1.596924 1.782914 0.15 -0.01 0.13 0.089
H 7.008369 5.324782 -4.127271 0.00 0.03 -0.11 0.023
H -0.150527 0.738208 -2.647756 0.15 0.02 0.04 0.031
H 5.056436 3.185474 -5.291804 0.04 0.07 -0.10 0.023
H 6.157238 -1.128589 0.424776 0.08 0.00 -0.07 0.085
H 6.899973 5.785693 -2.433745 -0.05 0.05 0.08 0.025
H -3.489219 -1.016134 0.131740 0.03 -0.03 -0.08 0.099
H 3.285622 -3.458962 0.015445 -0.15 0.02 -0.02 0.086
H -6.168579 -1.513037 3.443948 -0.02 -0.03 0.02 0.088
H -5.119892 0.438084 4.550218 0.00 0.00 0.04 0.091
H 3.104103 -0.069797 1.143901 -0.04 0.20 0.11 0.080
H -5.376965 4.047588 -0.503311 -0.04 0.04 0.04 0.066
H 5.354105 2.850821 -0.985557 0.05 -0.09 -0.01 0.029
H -1.189205 0.933136 -4.088668 0.02 0.03 -0.13 0.087
H -0.092189 -3.729050 4.333576 0.37 0.24 -0.32 0.071
H -3.701872 -1.437941 -2.702226 -0.02 -0.09 0.04 0.085
H -3.805796 0.307218 -2.420775 -0.12 0.11 0.07 0.083
H -4.650631 1.678645 0.089255 -0.04 -0.05 0.04 0.099
H 7.550397 4.210152 -2.876315 0.02 -0.09 0.03 0.028
H 5.224356 -0.121519 1.537655 -0.07 0.08 0.02 0.091
H -3.881032 4.280536 -1.394406 0.08 0.05 -0.02 0.054
H -0.710087 2.854460 -0.412611 0.10 -0.10 -0.05 0.026
H 3.847952 2.439205 -4.255133 -0.08 0.01 0.11 0.034
H 4.964355 -3.221944 -0.505523 0.07 0.00 -0.07 0.088
H -1.371628 3.934396 0.786152 0.00 0.00 0.08 0.091
H 0.795452 -2.233750 4.713108 -0.20 -0.28 -0.38 0.084
H -3.987294 -5.063311 0.931763 0.28 0.17 0.32 0.081
H -0.247059 -5.924093 0.997075 0.12 0.31 0.37 0.090
H -5.073038 3.107702 -1.943295 -0.01 -0.02 -0.08 0.061
H 4.621674 -3.792909 1.134911 0.04 -0.05 0.08 0.087
H -2.713912 -5.416632 2.132850 -0.41 0.33 -0.07 0.062

4.
22
Properties=species:S:1:pos:R:3:forces:R:3:nbo_charge:R:1 method="wB97M-V/def2-TZVPD" e_lumo_ev=1.00 homo_energy_ev=-8.6 gap_ha=0.35384 total_charge=0 relative_energy_kcal_mol=87.2 multiplicity=1
O 0.619101 2.663607 -0.816865 -0.44 1.31 2.09 -0.740
N -1.847324 -0.551457 -1.320151 -0.97 0.42 0.17 -0.890
N -0.057359 -0.147354 1.771709 1.31 -4.26 -0.26 -0.648
C 0.371308 0.432591 -1.776185 1.00 -1.62 3.13 -0.449
C 0.093683 -1.320819 2.779811 1.19 1.10 0.72 -0.443
C 1.292143 1.545337 -1.363176 1.43 1.02 0.64 -0.061
C -0.245919 -0.857633 0.438039 3.17 2.79 0.46 -0.224
C -0.678190 0.094718 -0.663877 -1.22 0.21 -1.62 -0.059
H 0.782736 -1.207116 0.204695 -0.22 0.24 0.09 0.172
H 1.046022 -0.419559 -1.778300 0.21 -0.50 -0.26 0.200
H -0.829454 -1.999847 2.782727 1.24 1.03 0.37 0.188
H -1.601065 -1.494203 -1.657881 -0.59 1.10 -0.17 0.362
H 1.923576 1.311523 -0.440915 -0.07 -1.03 -1.93 0.172
H 1.915292 1.900618 -2.241684 -0.41 -0.46 1.09 0.177
H -0.771904 -1.759234 0.380907 -1.69 -1.15 0.71 0.186
H -2.533993 0.023997 -1.883852 1.74 -1.21 0.77 0.386
H -0.111295 0.346636 -2.700974 -0.60 1.09 -1.50 0.221
H 0.836883 2.696127 0.174853 -0.66 0.03 -2.48 0.473
H -0.964453 1.066189 -0.225229 -0.29 -0.52 -0.16 0.206
H 1.013477 -1.973148 2.496711 -1.64 1.17 -0.04 0.198
H 0.450977 -0.920450 3.839502 -1.38 -0.76 -2.08 0.209
H -0.704251 0.569480 2.000133 -1.11 0.00 0.27 0.366

5.
16
Properties=species:S:1:pos:R:3:forces:R:3:nbo_charge:R:1 method="wB97M-V/def2-TZVPD" e_lumo_ev=3.75 homo_energy_ev=-4.7 gap_ha=0.31167 total_charge=-1 relative_energy_kcal_mol=44.0 multiplicity=1
O -2.018301 0.353974 1.690393 -2.60 -1.98 4.44 -0.973
O 2.127397 -1.770563 0.937350 -1.49 -0.22 0.95 -0.742
O -1.443258 0.570864 -2.205279 0.15 -0.59 1.64 -0.986
O 0.150256 2.036468 1.140508 -1.50 2.56 2.39 -0.980
O 0.096500 -0.633792 0.756575 0.41 -1.10 1.51 -0.875
C 1.416302 -0.950562 -1.127044 -1.78 6.70 2.41 -0.725
C 1.146630 -1.235682 0.387916 1.31 1.34 -2.28 0.793
H -0.291351 1.987030 2.057175 1.00 -0.04 -2.30 0.473
H -2.185386 -0.095003 -2.277238 1.62 1.02 0.86 0.473
H 1.461017 -1.795046 -1.642504 0.85 -3.32 -2.68 0.193
H -1.448305 -0.341117 2.111251 -0.77 0.78 -0.72 0.488
H -1.474720 0.595845 1.022205 2.53 1.28 -3.42 0.478
H 0.506412 1.184531 1.010614 0.63 -2.17 -0.17 0.493
H -0.918068 0.492926 -1.305036 -2.14 -0.34 -2.40 0.510
H 2.280516 -0.233660 -1.018875 -0.15 -1.44 -0.80 0.211
H 0.594358 -0.166216 -1.538009 1.91 -2.49 0.58 0.170

no.,DFT total energy (eV)
1,-40648.30256
2,-669161.73737
3,-95268.41315
4,-10437.24746
5,-12458.33202